Computed, not measured: a molecular structure, C30H34BGeN7OPdS3 at a distorted geometry, with ωB97M-V/def2-TZVPD.

**2S+1**: 2
**Net charge**: -1
**HOMO (alpha / beta)**: -2.946 / -2.964 eV
**Kohn-Sham gap (alpha / beta)**: 5.2 / 5.2 eV

Element x y z (Å)
Pd1 0.3200 0.8186 -0.2805
C1 0.6292 3.5222 -3.4113
N1 1.5497 2.3868 -3.3339
C2 1.9934 1.6634 -4.3782
C3 2.8538 0.6968 -3.9026
N2 2.9413 0.8021 -2.5573
B1 3.8386 -0.1335 -1.6965
N3 3.0172 -1.2512 -0.9910
C4 2.9735 -2.5242 -1.4452
C5 2.1765 -3.2769 -0.6092
N4 1.7293 -2.4814 0.3796
C6 0.8654 -2.8977 1.4855
C7 2.2525 -1.2568 0.1332
S1 2.0542 -0.1231 0.9979
C8 2.1383 1.8517 -2.2377
S2 1.9635 2.3781 -0.9092
H1 0.3296 3.7123 -4.4642
H2 1.1227 4.4331 -3.0122
H3 -0.2826 3.3061 -2.8156
H4 1.7199 1.8288 -5.4124
H5 3.3748 -0.0367 -4.5056
H6 4.5456 0.4646 -0.9466
H7 4.5720 -0.6884 -2.4594
H8 3.4817 -2.8880 -2.3298
H9 1.9486 -4.3300 -0.7138
H10 0.6132 -3.9764 1.4009
H11 -0.0762 -2.3097 1.4667
H12 1.3856 -2.7291 2.4518
C9 1.5942 -4.6084 -3.1979
C10 0.1792 -4.0980 -2.9764
C11 0.1668 -2.6338 -2.6893
N5 0.4629 -2.0984 -1.5241
N6 0.3755 -0.7207 -1.5513
C12 0.0097 -0.2599 -2.7258
N7 -0.1673 1.0429 -3.0151
S3 -0.2562 -1.4882 -3.8975
H13 1.5824 -5.6849 -3.3956
H14 2.2215 -4.4321 -2.3172
H15 2.0669 -4.1106 -4.0514
H16 -0.2685 -4.6295 -2.1284
H17 -0.4354 -4.3320 -3.8535
H18 -0.2525 1.6622 -2.2162
H19 -0.7705 1.2802 -3.7927
O1 -0.8049 1.5169 -1.1755
C13 -5.6068 0.0345 0.3799
C14 -5.3229 1.2578 0.9942
C15 -4.0178 1.5510 1.4022
C16 -2.9908 0.6187 1.1967
C17 -3.2797 -0.6063 0.5805
C18 -4.5855 -0.8973 0.1733
Ge1 -1.1835 1.0008 1.7515
C19 -0.5828 -0.2834 3.0593
C20 -1.4524 -1.2663 3.5530
C21 -1.0008 -2.1898 4.5013
C22 0.3190 -2.1352 4.9591
C23 1.1887 -1.1567 4.4690
C24 0.7393 -0.2325 3.5207
C25 -1.0444 2.7966 2.4415
C26 -1.3467 3.8820 1.6082
C27 -1.2507 5.1894 2.0949
C28 -0.8522 5.4170 3.4152
C29 -0.5495 4.3371 4.2499
C30 -0.6449 3.0286 3.7653
H20 -6.6174 -0.1913 0.0647
H21 -6.1143 1.9786 1.1545
H22 -3.8144 2.5002 1.8784
H23 -2.4946 -1.3336 0.4168
H24 -4.8053 -1.8444 -0.3020
H25 -2.4767 -1.3196 3.2108
H26 -1.6740 -2.9471 4.8817
H27 0.6673 -2.8503 5.6932
H28 2.2104 -1.1145 4.8235
H29 1.4194 0.5222 3.1463
H30 -1.6562 3.7145 0.5844
H31 -1.4851 6.0255 1.4488
H32 -0.7781 6.4292 3.7914
H33 -0.2417 4.5139 5.2723
H34 -0.4102 2.2038 4.4238

Want to see where the charge sits? The Löwdin charges in e are:
1. Pd 0.616
2. C -0.029
3. N -0.191
4. C -0.119
5. C -0.098
6. N 0.014
7. B -0.456
8. N 0.025
9. C -0.101
10. C -0.154
11. N -0.127
12. C 0.003
13. C -0.936
14. S 0.845
15. C -0.981
16. S 0.836
17. H 0.097
18. H 0.092
19. H 0.085
20. H 0.105
21. H 0.111
22. H 0.064
23. H 0.066
24. H 0.116
25. H 0.110
26. H 0.100
27. H 0.082
28. H 0.085
29. C -0.118
30. C -0.240
31. C -0.593
32. N 0.030
33. N -0.097
34. C -0.650
35. N 0.018
36. S 1.107
37. H 0.076
38. H 0.013
39. H 0.085
40. H 0.114
41. H 0.100
42. H -0.154
43. H 0.127
44. O -0.546
45. C -0.115
46. C -0.102
47. C -0.101
48. C -0.320
49. C -0.121
50. C -0.099
51. Ge 0.938
52. C -0.357
53. C -0.119
54. C -0.107
55. C -0.120
56. C -0.110
57. C -0.226
58. C -0.319
59. C -0.119
60. C -0.097
61. C -0.114
62. C -0.102
63. C -0.104
64. H 0.086
65. H 0.089
66. H 0.087
67. H 0.091
68. H 0.090
69. H 0.088
70. H 0.087
71. H 0.088
72. H 0.099
73. H 0.033
74. H 0.095
75. H 0.090
76. H 0.086
77. H 0.089
78. H 0.087